2 unconnected molecules or ions with the total composition C8H9ClO2 at a distorted geometry. Source: OMol25; level of theory: ωB97M-V/def2-TZVPD.

Calculated values
- Frontier orbital gap (spin up / spin down): 7.06 / 7.81 eV
- HOMO energy (spin up / spin down): -6.470 / -7.165 eV

```
! RIJCOSX wB97M-V def2-TZVPD def2/J DEFGRID3
* xyz 0 1
C -2.2850 -1.5405 -0.6973
C -3.2957 -1.3256 -0.1164
C 0.8943 -2.6833 0.2669
C 0.9241 -1.5530 0.9994
C 0.9531 2.4165 -0.3600
C 0.9826 1.9618 1.0777
C 0.0513 1.3751 -1.0947
C 0.8401 -0.2685 0.4737
O 0.8905 0.6679 1.3708
O 0.6129 0.0358 -0.8424
Cl -4.8248 -1.0895 0.3369
H 1.0651 -3.7195 0.7704
H 0.8145 -2.7189 -0.7611
H 1.2558 -1.4842 2.1183
H 0.5029 3.3491 -0.3269
H 2.0075 2.5574 -0.7919
H 0.7496 2.6656 1.8301
H -1.3919 -1.6354 -1.2988
H -0.9302 1.4274 -0.6794
H 0.1833 1.5618 -2.2755
*
```



A single C14H20N4O3S molecule at a distorted geometry. Source: OMol25; level of theory: ωB97M-V/def2-TZVPD.

Calculated values
- SMILES: COCc1nnc(NC(=O)[C@@H]2CC(=O)N(C3CCCC3)C2)s1
- Frontier orbital gap: 7.29 eV
- HOMO energy: -7.932 eV

```
! RIJCOSX wB97M-V def2-TZVPD def2/J DEFGRID3
* xyz 0 1
C 3.9266 1.0242 0.3214
O 3.6226 1.0497 1.6591
C 2.8537 0.2027 2.2431
C 1.5947 0.3610 1.8125
N 1.0993 1.2043 0.9194
N -0.1885 1.3280 0.7731
C -0.9197 0.3394 1.6669
N -2.2754 0.1814 1.7151
C -3.0849 -0.3676 0.6895
O -4.4453 -0.3291 1.0257
C -2.4513 -1.3092 -0.2080
C -1.4415 -2.1073 0.2207
C 0.0005 -1.6906 -0.3767
O 1.1046 -1.7527 0.0337
N -0.2434 -0.6078 -1.4528
C 0.7129 -0.2002 -2.1675
C 0.4704 1.4426 -2.2685
C -0.1741 1.3836 -3.6091
C 0.4562 0.5382 -4.6213
C 0.4129 -0.7347 -3.5947
C -1.7061 -0.2708 -1.4340
S 0.0512 0.0146 2.8953
H 4.7300 1.5890 -0.0370
H 4.2200 0.0744 0.0238
H 3.0330 1.4567 -0.0311
H 2.9229 0.3238 3.4333
H 3.0024 -0.7438 2.1897
H -2.7929 0.4952 2.4183
H -3.1024 -1.8445 -0.8936
H -1.3931 -3.1174 -0.1981
H -1.5185 -2.2045 1.3477
H 1.5552 -0.2720 -1.5792
H -0.0029 2.0244 -1.4111
H 1.7080 1.8294 -2.3960
H 0.1801 2.5385 -4.0641
H -1.2225 1.5379 -3.6214
H 0.0865 0.4127 -5.5685
H 1.4405 0.7682 -4.8084
H 1.4401 -1.1989 -3.8264
H -0.3564 -1.1750 -3.7926
H -2.0297 0.6141 -1.3226
H -2.1909 -0.5207 -2.3766
*
```



2 unconnected molecules or ions with the total composition C5H17N2O at a distorted geometry. Source: OMol25; level of theory: ωB97M-V/def2-TZVPD.

Calculated values
- Frontier orbital gap: 10.86 eV
- HOMO energy: -13.448 eV

```
! RIJCOSX wB97M-V def2-TZVPD def2/J DEFGRID3
* xyz 1 1
N -0.1485 -0.8838 -2.8614
C -1.0230 0.1862 -2.3704
C -1.4033 -0.1533 -0.9399
N -0.1427 -0.0755 -0.1469
C 0.8677 -1.5884 1.5674
C -0.2161 -0.5425 1.2992
C -0.1020 0.6691 2.2049
H 0.5570 -0.5025 -3.4724
H 0.5422 -0.7109 -0.5646
H -0.6367 -1.6775 -3.2434
H -1.9069 0.2967 -3.0056
H -0.5689 1.1683 -2.5439
H -1.8495 -1.1433 -0.9537
H -2.1137 0.5455 -0.4967
H 0.2009 0.8877 -0.2023
H 0.5346 -2.4035 2.2132
H 1.7192 -1.0472 1.9840
H 1.2467 -2.1861 0.7315
H -1.1716 -1.0537 1.4202
H 0.8926 1.0466 1.9689
H -0.9627 1.3398 2.1845
H -0.1985 0.3878 3.2612
H 2.4380 2.0506 1.1322
H 1.7354 3.1666 0.3123
O 1.7098 2.2231 0.5217
*
```



3 unconnected molecules or ions with the total composition C2H12NO3 at a distorted geometry. Source: OMol25; level of theory: ωB97M-V/def2-TZVPD.

Calculated values
- Frontier orbital gap: 11.71 eV
- HOMO energy: -14.771 eV

```
! RIJCOSX wB97M-V def2-TZVPD def2/J DEFGRID3
* xyz 1 1
C 0.9909 -1.9144 0.5696
O 0.0239 -2.4905 1.3850
C 0.8919 -0.4041 0.6737
N -0.3676 0.1046 0.0251
H 2.0176 -2.2045 0.7960
H 0.8601 -2.2062 -0.4693
H 0.3825 -2.9969 2.1220
H 1.7611 0.1118 0.2634
H 0.8418 -0.1491 1.7239
H -0.3399 -0.0851 -0.9859
H -1.1669 -0.3499 0.4659
H -0.3871 1.1154 0.1946
H -0.9695 4.4906 0.2168
H -1.6870 3.2332 0.7006
O -0.8101 3.6013 0.5493
H -1.0536 -0.1787 -3.1672
H 0.0810 0.7403 -3.5088
O -0.3451 0.3314 -2.7436
*
```



A single C9H23BO3P2 molecule at a distorted geometry. Source: OMol25; level of theory: ωB97M-V/def2-TZVPD.

Calculated values
- SMILES: CCOP(=O)(CCCBP(C)C)OCC
- Frontier orbital gap: 7.07 eV
- HOMO energy: -7.567 eV

```
! RIJCOSX wB97M-V def2-TZVPD def2/J DEFGRID3
* xyz 0 1
C 1.6239 -2.7912 1.4632
C 2.5086 -2.6553 0.1793
O 3.1789 -1.3869 0.2545
P 2.6656 -0.3628 -0.9692
O 2.8463 -1.0526 -2.3069
C 0.8782 0.0868 -0.7767
C 0.4492 0.6439 0.6251
C -0.9865 0.1887 1.0654
B -2.1052 0.4006 -0.0540
P -3.8622 -0.3139 0.2879
C -4.4601 -1.3933 -1.1228
C -5.1059 1.0303 0.6784
O 3.7330 0.9128 -0.9212
C 3.1427 2.1963 -1.1708
C 2.8687 2.9020 0.2011
H 2.2808 -2.6224 2.3364
H 0.8667 -1.9857 1.4343
H 1.1402 -3.7807 1.5039
H 1.8276 -2.7069 -0.6902
H 3.2554 -3.4654 0.1812
H 0.3123 -0.8577 -0.9350
H 0.5814 0.7355 -1.6202
H 0.3948 1.7477 0.5298
H 1.2282 0.4175 1.3738
H -0.9761 -0.8678 1.3940
H -1.2770 0.8568 1.9116
H -1.9165 0.9754 -1.0812
H -5.4563 -1.8152 -0.8989
H -3.7700 -2.2513 -1.2304
H -4.4728 -0.8240 -2.0770
H -4.6108 1.9557 1.0252
H -5.7802 1.2452 -0.1781
H -5.7763 0.7031 1.4970
H 2.2850 2.1796 -1.8636
H 3.9289 2.7896 -1.6777
H 1.9981 3.5763 0.2033
H 3.7710 3.4870 0.4671
H 2.7901 2.1022 0.9616
*
```



2 unconnected molecules or ions with the total composition C4H6NO2 at a distorted geometry. Source: OMol25; level of theory: ωB97M-V/def2-TZVPD.

Calculated values
- Frontier orbital gap (spin up / spin down): 4.85 / 6.74 eV
- HOMO energy (spin up / spin down): -1.430 / -2.673 eV

```
! RIJCOSX wB97M-V def2-TZVPD def2/J DEFGRID3
* xyz -1 1
C 2.9682 -0.0148 -0.3628
C 1.7793 0.3161 -0.5859
C -1.6231 -1.1645 0.7232
C 0.8914 0.8211 -1.4800
N -1.2349 1.2805 0.3517
O -0.7847 1.4232 1.4959
O -1.9652 0.0003 0.0620
H 3.5740 -0.1669 0.4163
H -1.0390 -1.8788 0.0151
H -2.4375 -1.8156 1.1682
H -0.9245 -0.9166 1.4813
H 0.0003 0.1950 -1.7000
H 0.7956 1.9209 -1.5850
*
```



2 unconnected molecules or ions with the total composition CH4FNS at a distorted geometry. Source: OMol25; level of theory: ωB97M-V/def2-TZVPD.

Calculated values
- Frontier orbital gap: 10.41 eV
- HOMO energy: -11.505 eV

```
! RIJCOSX wB97M-V def2-TZVPD def2/J DEFGRID3
* xyz 0 1
C -0.7289 -0.7667 0.6242
N 2.3599 1.0947 -0.4604
F 0.0811 1.9584 -1.4333
S 1.2547 0.6740 -1.2447
H -1.6882 -0.7905 0.9185
H -0.4079 0.1842 0.6472
H -0.7445 -1.1252 -0.3460
H -0.1261 -1.2289 1.2945
*
```



A molecular structure, C3H5NO2. Source: OMol25; level of theory: ωB97M-V/def2-TZVPD.

Calculated values
- Frontier orbital gap: 10.31 eV
- HOMO energy: -9.477 eV

```
! RIJCOSX wB97M-V def2-TZVPD def2/J DEFGRID3
* xyz 0 1
O -2.1318 0.6579 -0.1100
C -0.9022 0.2806 0.3274
C 0.5583 -1.0864 0.1920
N 1.3182 0.0980 0.5198
C 0.3168 0.7995 -0.2671
O 0.4634 1.3341 -1.3468
H -2.0884 1.0837 -0.9822
H -0.9394 0.1296 1.3968
H 0.3411 -1.7933 0.9859
H 0.8572 -1.5553 -0.7562
H 2.2048 0.1829 0.0327
*
```



A molecular structure, C43H58AsCrN7O7P2Si. Source: OMol25; level of theory: ωB97M-V/def2-TZVPD.

Calculated values
- Frontier orbital gap (spin up / spin down): 6.37 / 7.49 eV
- HOMO energy (spin up / spin down): -5.996 / -7.120 eV
- ⟨S²⟩: 6.018

```
! RIJCOSX wB97M-V def2-TZVPD def2/J DEFGRID3
* xyz 0 5
Cr -0.5269 -0.6435 0.6648
C -3.8316 2.8564 1.3004
N -4.3882 1.5159 1.2714
C -5.6777 1.4558 0.5852
C -3.4944 0.4812 0.9746
N -2.3518 0.5782 0.4308
N -4.0153 -0.7434 1.3892
C -3.3997 -1.9995 1.2892
N -4.0562 -2.9423 2.0678
N -2.3566 -2.1709 0.6015
H -4.4906 3.4969 1.8860
H -3.7352 3.2940 0.2974
H -2.8549 2.8404 1.7769
H -6.4183 2.0319 1.1395
H -6.0223 0.4274 0.5128
H -5.6040 1.8680 -0.4287
H -2.1244 1.5229 0.1362
H -4.6832 -0.6464 2.1365
H -5.0647 -2.9109 2.0398
H -3.6987 -3.8774 1.9458
H -1.9980 -3.1243 0.6153
C -0.6619 -0.4064 2.8094
Si 0.4658 0.8918 3.4048
C 0.3151 2.4482 2.3286
N 0.3973 2.2072 0.8896
C 1.7907 2.1587 0.4215
C 1.9047 2.5476 -1.0428
C 1.5039 4.0161 -1.2384
C 0.2804 4.3727 -0.3662
C -0.4246 3.0908 0.0618
C 0.0085 1.6086 5.1100
C -1.2995 2.0600 5.3278
C -1.7008 2.5923 6.5452
C -0.7927 2.6827 7.5931
C 0.5076 2.2369 7.4089
C 0.8995 1.7087 6.1822
C 2.2491 0.3075 3.5926
C 2.5283 -1.0369 3.8603
C 3.8274 -1.4800 4.0695
C 4.8905 -0.5879 3.9860
C 4.6391 0.7505 3.7179
C 3.3304 1.1892 3.5342
H -1.6768 -0.1321 3.1394
H -0.4222 -1.3600 3.3018
H 0.9852 3.2557 2.6764
H -0.6986 2.7985 2.5599
H 2.1780 1.1548 0.5864
H 2.4152 2.8458 1.0193
H 1.2861 1.8734 -1.6395
H 2.9345 2.3932 -1.3709
H 1.2978 4.2115 -2.2929
H 2.3483 4.6515 -0.9588
H -0.4191 5.0130 -0.9093
H 0.5896 4.9274 0.5241
H -0.7189 2.5386 -0.8351
H -1.3384 3.3229 0.6139
H -2.0329 1.9793 4.5278
H -2.7214 2.9314 6.6812
H -1.0995 3.0951 8.5467
H 1.2205 2.2989 8.2228
H 1.9211 1.3646 6.0624
H 1.7056 -1.7431 3.9212
H 4.0178 -2.5209 4.3098
H 5.9059 -0.9328 4.1389
H 5.4600 1.4559 3.6624
H 3.1528 2.2441 3.3478
N 2.6326 -3.8411 1.3632
C 2.3387 -3.4358 -0.0815
C 3.3217 -4.0519 -1.0620
P 2.5298 -1.5878 -0.0844
O 3.9550 -1.6051 0.7293
O 2.7222 -1.0407 -1.4418
O 1.4952 -1.0624 0.8668
P 0.5640 -3.9999 -0.2715
O 0.8515 -5.5268 -0.7710
O -0.1801 -3.2587 -1.3193
O 0.0875 -4.0271 1.1549
H 3.2716 -3.1803 1.8146
H 3.0121 -4.7844 1.4081
H 1.6938 -3.8279 1.8162
H 4.3426 -3.7321 -0.8442
H 3.0709 -3.7052 -2.0649
H 3.2594 -5.1404 -1.0518
H 4.4124 -0.7610 0.6541
H 0.1923 -5.7930 -1.4204
O -0.1743 -0.1639 -1.3716
As -0.0932 -0.5942 -2.9783
C -1.7666 -1.3748 -3.5173
C -2.7130 -1.6662 -2.5450
C -3.9689 -2.1211 -2.9302
C -4.2722 -2.2756 -4.2747
C -3.3212 -1.9766 -5.2454
C -2.0673 -1.5226 -4.8682
C 1.2550 -1.6122 -3.9148
C 0.9105 -2.8660 -4.4075
C 1.8244 -3.5850 -5.1639
C 3.0830 -3.0586 -5.4200
C 3.4296 -1.8121 -4.9181
C 2.5197 -1.0880 -4.1604
C -0.1711 1.1159 -3.8921
C -1.2040 1.9540 -3.4683
C -1.3318 3.2302 -3.9917
C -0.4248 3.6845 -4.9429
C 0.5908 2.8508 -5.3808
C 0.7154 1.5669 -4.8604
H -2.4566 -1.5491 -1.4982
H -4.7100 -2.3572 -2.1757
H -5.2514 -2.6291 -4.5726
H -3.5602 -2.0927 -6.2949
H -1.3288 -1.2815 -5.6239
H -0.0572 -3.2895 -4.1849
H 1.5555 -4.5628 -5.5432
H 3.7976 -3.6231 -6.0066
H 4.4173 -1.4065 -5.0989
H 2.8120 -0.1471 -3.7236
H -1.9066 1.6016 -2.7218
H -2.1345 3.8749 -3.6543
H -0.5170 4.6851 -5.3467
H 1.2918 3.1950 -6.1310
H 1.4981 0.9225 -5.2301
*
```



2 unconnected molecules or ions with the total composition C2H4O3P at a distorted geometry. Source: OMol25; level of theory: ωB97M-V/def2-TZVPD.

Calculated values
- Frontier orbital gap: 8.34 eV
- HOMO energy: -4.199 eV

```
! RIJCOSX wB97M-V def2-TZVPD def2/J DEFGRID3
* xyz -1 1
C -1.2392 -0.5320 0.6196
C -0.0064 -1.2880 1.3297
O -0.9669 -0.3303 -0.5826
O -2.1255 -0.2398 1.3642
O -0.0290 -1.9844 2.3442
P 0.3017 1.4270 -1.6792
H 0.9451 -0.7875 0.8860
H 1.5343 2.2513 -1.7596
H 0.5887 1.1915 -0.3523
H 0.9971 0.2923 -2.1700
*
```



4 unconnected molecules or ions with the total composition C3H15N2O3 at a distorted geometry. Source: OMol25; level of theory: ωB97M-V/def2-TZVPD.

Calculated values
- Frontier orbital gap: 10.98 eV
- HOMO energy: -14.000 eV

```
! RIJCOSX wB97M-V def2-TZVPD def2/J DEFGRID3
* xyz 1 1
C -0.4621 2.2054 1.2905
C -1.5560 1.8914 0.2253
N -1.2796 0.5809 -0.3847
C -1.4809 -0.5504 0.2558
N -0.9238 -1.7360 -0.0309
H -0.4743 3.3194 1.2366
H -0.5333 1.8036 2.3001
H 0.5485 2.1172 0.8121
H -2.5714 1.7959 0.7209
H -1.6102 2.6338 -0.4903
H -0.6239 0.4678 -1.1265
H -2.0252 -0.5335 1.1995
H -0.1809 -1.9563 -0.7360
H -1.1793 -2.6862 0.4905
H 2.5127 -0.9456 -0.5850
H 2.5300 -2.4296 -1.0943
O 1.9647 -1.7526 -0.6837
H -0.1080 -0.7570 -3.3741
H 1.1960 0.0481 -2.8853
O 0.2231 -0.0958 -2.6935
H 2.4357 -0.6989 2.5016
H 1.9294 -1.7030 1.1160
O 1.6689 -1.0185 1.9356
*
```



5 unconnected molecules or ions with the total composition H9O5 at a distorted geometry. Source: OMol25; level of theory: ωB97M-V/def2-TZVPD.

Calculated values
- Frontier orbital gap: 9.26 eV
- HOMO energy: -5.025 eV

```
! RIJCOSX wB97M-V def2-TZVPD def2/J DEFGRID3
* xyz -1 1
O 0.6557 -0.3521 -0.4412
H 1.3615 -0.2879 -1.0889
O 0.8599 0.9479 3.1264
H 0.9332 1.5133 2.3316
H 1.3157 0.1205 2.8850
O -0.3893 1.8394 0.7098
H -1.1773 1.5205 0.2324
H 0.2053 1.1159 0.3802
O -0.2316 -2.8933 -0.8008
H 0.3757 -2.2571 -0.3334
H -0.8816 -2.1905 -0.9474
O -1.3894 0.1709 -2.0930
H -0.9142 0.8590 -2.5609
H -0.7238 -0.1066 -1.3997
*
```



Record-wise electronic energy values, in eV: -25052.2847 -37766.6602 -10482.2190 -9895.0161 -35102.3208 -9823.6072 -16142.4000 -8774.6520 -186019.0668 -17570.1355 -12470.3887 -10385.1053
Record-wise energy above the lowest of the compared OMol25 structures with the same formula, charge and spin values, in eV: 5.312 15.347 0.715 0.428 1.408 8.076 2.246 3.043 0.025 3.098 1.447 0.469